Entry A
Computed, not measured: C5H15N3 in the gas phase, with the ωB97M-V functional and the def2-TZVPD basis.

The HOMO energy is -8.315 eV. The net charge is 0. The calculation puts the HOMO-LUMO gap at 9.404 eV. As for the SMILES: C[C@@H](N)[C@@H](N)CCN. The calculation puts the LUMO energy at 1.09 eV.

Each line ends with the Mulliken charge.
Element x y z (Å)
C1 0.280 -0.423 0.507  -0.200
C2 -1.544 -0.360 0.585  0.140
C3 0.556 0.667 -0.458  -0.726
C4 2.241 0.697 -0.746  -0.643
C5 -2.310 0.929 0.334  -1.391
N1 0.624 -1.741 0.071  -0.642
N2 -2.051 -1.447 -0.272  -0.652
N3 2.984 0.936 0.477  -0.603
H1 0.689 -0.212 1.498  0.456
H2 -1.717 -0.675 1.620  0.344
H3 0.126 -1.934 -0.806  0.316
H4 0.232 -2.428 0.715  0.318
H5 -2.031 -1.151 -1.246  0.207
H6 -3.030 -1.643 -0.060  0.275
H7 3.823 1.472 0.266  0.228
H8 3.283 0.043 0.872  0.242
H9 0.372 1.653 -0.030  0.239
H10 0.062 0.541 -1.422  0.312
H11 2.570 -0.231 -1.220  0.302
H12 2.395 1.502 -1.472  0.450
H13 -1.941 1.737 0.971  0.321
H14 -3.387 0.810 0.525  0.419
H15 -2.226 1.258 -0.710  0.289

=====

Entry B
Computed, not measured: a 2-piece molecular cluster, C5H15N3 overall, with the ωB97M-V functional and the def2-TZVPD basis.

The HOMO energy is -7.997 eV. The net charge is 0. The calculation puts the HOMO-LUMO gap at 9.087 eV. As for the SMILES: NC1(N)CC1.CCN. The calculation puts the LUMO energy at 1.09 eV.

Each line ends with the Mulliken charge.
Element x y z (Å)
C1 -0.455 1.307 0.617  0.704
C2 0.049 -1.878 -1.037  -0.334
C3 -0.642 1.134 2.095  -0.826
C4 -0.001 -0.146 1.645  -0.926
C5 1.698 -1.474 -0.711  -1.073
N1 0.585 2.152 0.199  -0.518
N2 -1.603 1.432 -0.204  -0.580
N3 -0.546 -1.084 -2.071  -0.557
H1 0.664 2.429 -0.776  0.265
H2 0.777 3.035 0.658  0.187
H3 -1.852 0.624 -0.759  0.263
H4 -2.464 1.722 0.246  0.227
H5 -0.259 -1.398 -2.991  0.288
H6 -0.292 -0.104 -1.966  0.185
H7 -0.513 -1.875 -0.107  0.067
H8 0.111 -2.928 -1.320  0.442
H9 -1.690 1.047 2.379  0.272
H10 -0.035 1.773 2.729  0.347
H11 0.866 -0.405 2.243  0.277
H12 -0.692 -0.963 1.474  0.295
H13 2.194 -2.286 -0.182  0.331
H14 2.021 -1.614 -1.753  0.373
H15 2.082 -0.500 -0.407  0.291

=====

entry A ends up most stable, edging out the next structure by 48.2 kcal/mol.

=====

Entry A
Computed, not measured: C6H6N2O in the gas phase, with the ωB97M-V functional and the def2-TZVPD basis.

The HOMO energy is -9.056 eV. The net charge is 0. The calculation puts the HOMO-LUMO gap at 9.744 eV. As for the SMILES: [H]/N=C1\N[C@@H]2[C@H](C#C)[C@@H]2O1. The calculation puts the LUMO energy at 0.69 eV.

Each line ends with the Mulliken charge.
Element x y z (Å)
C1 -0.902 0.867 -0.430  0.453
C2 1.113 0.727 0.756  -0.155
C3 -0.006 0.046 1.432  -0.197
C4 1.113 -0.803 0.847  -0.326
C5 0.792 -1.557 -0.304  -0.547
C6 0.421 -2.326 -1.186  0.079
H1 -1.230 1.665 -2.040  0.212
H2 0.974 1.757 -1.019  0.257
H3 1.958 1.244 1.231  0.334
H4 -0.266 0.099 2.461  0.401
H5 1.778 -1.347 1.590  0.352
H6 0.215 -2.769 -2.138  0.418
N1 -1.735 1.033 -1.395  -0.705
N2 0.431 1.412 -0.250  -0.232
O1 -1.186 0.064 0.593  -0.345

=====

Entry B
Computed, not measured: C6H6N2O in the gas phase, with the ωB97M-V functional and the def2-TZVPD basis.

The HOMO energy (alpha / beta) is -7.121 / -7.117 eV. The net charge is 0. The calculation puts the HOMO-LUMO gap (alpha / beta) at 6.086 / 6.079 eV. The calculation puts the LUMO energy (alpha / beta) at -1.03 / -1.04 eV.

Each line ends with the Mulliken charge.
Element x y z (Å)
C1 1.861 1.811 0.023  0.239
C2 0.751 1.133 0.112  0.052
C3 -0.364 0.523 0.121  0.372
C4 1.829 -1.567 -0.019  0.354
C5 -0.615 -0.980 -0.152  -0.500
C6 -1.688 1.315 0.235  -1.480
N1 2.903 2.299 -0.109  -0.608
N2 0.567 -1.828 -0.001  -0.115
O1 2.890 -1.955 -0.073  -0.277
H1 -1.402 -1.449 0.431  0.371
H2 -0.971 -1.170 -1.255  0.217
H3 -1.625 2.232 -0.363  0.336
H4 -1.827 1.624 1.198  0.369
H5 -2.623 0.818 -0.040  0.384
H6 0.315 -2.807 -0.108  0.285

=====

entry A ends up most stable, edging out the next structure by 37.0 kcal/mol.

=====

Entry A
Computed, not measured: C18H36MgO10S4 as an isolated structure, with the ωB97M-V functional and the def2-TZVPD basis.

The HOMO energy is -9.002 eV. The net charge is 0. The calculation puts the HOMO-LUMO gap at 6.927 eV. The calculation puts the LUMO energy at -2.07 eV.

Each line ends with the Mulliken charge.
Element x y z (Å)
Mg1 -32.189 27.023 -1.907  0.924
O1 -33.230 28.602 -1.982  -0.881
C1 -34.458 28.201 -2.522  1.775
C2 -34.547 26.706 -3.019  -0.414
O2 -33.499 25.855 -2.611  -0.924
H1 -34.709 28.814 -3.399  -0.337
H2 -35.215 28.370 -1.741  -0.699
H3 -34.522 26.702 -4.117  0.396
H4 -35.510 26.305 -2.678  0.218
C3 -36.361 26.976 1.893  -0.305
C4 -36.491 26.656 0.397  0.223
C5 -37.129 25.276 0.299  -1.000
S1 -36.491 24.293 1.646  1.144
O3 -35.367 23.494 1.246  -0.656
O4 -37.579 23.665 2.343  -0.667
C6 -35.937 25.698 2.606  -0.875
H5 -37.354 27.323 2.195  0.339
H6 -35.681 27.773 2.180  -0.040
H7 -35.550 26.705 -0.153  -0.121
H8 -37.172 27.325 -0.134  0.130
H9 -37.081 24.805 -0.678  0.502
H10 -38.182 25.354 0.591  0.387
H11 -34.850 25.618 2.658  0.372
H12 -36.307 25.554 3.619  0.447
C7 -33.402 29.795 -5.994  -0.323
C8 -32.312 29.945 -7.060  -0.887
C9 -31.137 30.592 -6.350  -0.715
S2 -31.891 31.924 -5.431  1.176
O5 -32.048 33.063 -6.291  -0.665
O6 -31.245 32.074 -4.173  -0.670
C10 -33.491 31.128 -5.215  -0.341
H13 -33.116 28.968 -5.335  0.011
H14 -34.355 29.468 -6.412  0.458
H15 -32.662 30.619 -7.854  0.343
H16 -32.095 29.034 -7.617  0.390
H17 -30.342 30.937 -7.007  0.466
H18 -30.686 29.911 -5.624  0.314
H19 -34.293 31.740 -5.612  0.395
H20 -33.594 30.864 -4.164  0.103
C11 -35.964 31.915 2.598  -0.805
C12 -36.238 30.469 2.132  -0.563
C13 -36.119 30.361 0.596  0.332
S3 -35.411 31.895 0.026  1.046
O7 -36.093 32.243 -1.189  -0.645
O8 -33.987 31.823 0.059  -0.692
C14 -35.976 32.878 1.410  -0.714
H21 -34.981 31.964 3.067  0.326
H22 -36.657 32.240 3.373  0.396
H23 -37.237 30.109 2.376  0.387
H24 -35.563 29.791 2.650  0.071
H25 -37.143 30.303 0.222  0.025
H26 -35.546 29.548 0.155  0.001
H27 -36.976 33.217 1.142  0.336
H28 -35.276 33.700 1.526  0.461
C15 -38.041 32.044 -4.331  -0.962
C16 -37.108 30.808 -4.385  0.068
C17 -37.665 29.706 -3.498  0.000
S4 -39.196 30.305 -2.781  1.009
O9 -39.227 29.936 -1.383  -0.632
O10 -40.312 30.012 -3.628  -0.691
C18 -38.725 32.014 -2.975  -0.261
H29 -38.773 32.017 -5.135  0.405
H30 -37.439 32.946 -4.432  0.422
H31 -36.103 31.061 -4.050  -0.251
H32 -37.013 30.503 -5.429  0.345
H33 -37.072 29.587 -2.586  -0.446
H34 -37.779 28.697 -3.889  0.572
H35 -38.029 32.186 -2.158  -0.067
H36 -39.597 32.650 -2.834  0.533

=====

Entry B
Computed, not measured: C18H36MgO10S4 as an isolated structure, with the ωB97M-V functional and the def2-TZVPD basis.

The HOMO energy is -6.354 eV. The net charge is 0. The calculation puts the HOMO-LUMO gap at 6.785 eV. The calculation puts the LUMO energy at 0.43 eV.

Each line ends with the Mulliken charge.
Element x y z (Å)
Mg1 -27.618 35.132 1.999  2.768
O1 -25.580 35.091 2.112  -0.871
C1 -25.298 36.045 3.108  -0.471
C2 -26.395 37.141 3.309  -0.629
O2 -27.730 36.795 3.046  -0.931
H1 -24.269 36.435 3.047  0.321
H2 -25.265 35.466 4.063  0.094
H3 -26.145 38.007 2.660  0.215
H4 -26.330 37.542 4.334  0.302
C3 -32.090 37.731 1.102  -0.558
C4 -33.038 36.547 0.977  -0.636
C5 -32.208 35.258 1.067  -0.762
S1 -30.964 35.615 2.339  0.970
O3 -29.682 35.236 1.777  -0.356
O4 -31.375 35.177 3.645  -0.764
C6 -31.128 37.428 2.244  -0.655
H5 -32.611 38.673 1.269  0.381
H6 -31.574 37.876 0.149  0.236
H7 -33.705 36.540 0.118  0.414
H8 -33.686 36.483 1.861  0.277
H9 -31.610 35.127 0.163  0.309
H10 -32.692 34.322 1.331  0.420
H11 -30.124 37.838 2.119  0.260
H12 -31.488 37.777 3.211  0.431
C7 -24.378 31.974 -0.273  -0.800
C8 -24.918 30.875 0.648  -0.940
C9 -26.012 31.473 1.492  -0.554
S2 -27.010 32.312 0.198  0.915
O5 -27.620 33.500 0.780  -0.621
O6 -27.772 31.375 -0.582  -0.745
C10 -25.553 32.818 -0.767  -0.042
H13 -23.886 31.484 -1.114  0.316
H14 -23.657 32.609 0.237  0.384
H15 -24.138 30.314 1.171  0.407
H16 -25.350 30.017 0.113  0.357
H17 -25.690 32.235 2.204  0.165
H18 -26.742 30.856 2.016  0.599
H19 -25.385 33.880 -0.604  -0.296
H20 -25.827 32.574 -1.794  0.553
C11 -28.301 33.313 7.063  -0.729
C12 -29.725 33.414 6.467  -0.456
C13 -29.700 32.490 5.253  -0.949
S3 -28.054 32.813 4.492  1.060
O7 -28.234 33.823 3.479  -0.671
O8 -27.367 31.559 4.272  -0.811
C14 -27.346 33.639 5.931  -0.599
H21 -28.146 32.322 7.493  0.285
H22 -28.182 33.988 7.911  0.378
H23 -30.017 34.394 6.086  0.247
H24 -30.448 33.128 7.228  0.406
H25 -30.468 32.658 4.503  0.360
H26 -29.639 31.437 5.531  0.443
H27 -27.295 34.712 5.739  0.223
H28 -26.313 33.292 5.952  0.470
C15 -26.045 36.763 -3.067  -0.687
C16 -24.993 37.163 -2.018  -0.805
C17 -25.689 37.529 -0.706  -0.181
S4 -27.404 36.972 -0.824  0.794
O9 -28.264 38.108 -1.082  -0.799
O10 -27.650 36.058 0.270  -0.361
C18 -27.198 36.025 -2.372  -0.397
H29 -25.650 36.102 -3.835  0.358
H30 -26.444 37.680 -3.504  0.320
H31 -24.351 37.934 -2.440  0.337
H32 -24.293 36.343 -1.833  0.344
H33 -25.608 38.583 -0.455  0.534
H34 -25.358 36.949 0.162  -0.111
H35 -28.141 36.036 -2.915  0.513
H36 -26.920 34.990 -2.184  0.023

=====

entry B ends up most stable, edging out the next structure by 67.1 kcal/mol.

=====

Entry A
Computed, not measured: C5H4 in the gas phase, with the ωB97M-V functional and the def2-TZVPD basis.

The HOMO energy is -9.852 eV. The net charge is 0. The calculation puts the HOMO-LUMO gap at 10.640 eV. As for the SMILES: C1[C@]23[C@H]4[C@@H]2[C@@]143. The calculation puts the LUMO energy at 0.79 eV.

Each line ends with the Mulliken charge.
Element x y z (Å)
C1 1.056 -0.693 0.097  -0.278
C2 -0.509 1.007 0.584  -0.133
C3 -1.005 0.125 -0.525  -0.383
C4 -0.340 -0.460 0.591  -0.228
C5 0.465 0.580 -0.502  -0.302
H1 1.845 -0.877 0.835  0.306
H2 1.105 -1.443 -0.818  0.185
H3 -0.871 1.987 0.938  0.382
H4 -1.747 -0.225 -1.199  0.451

=====

Entry B
Computed, not measured: C5H4 as an isolated structure, with the ωB97M-V functional and the def2-TZVPD basis.

The HOMO energy is -8.424 eV. The net charge is 0. The calculation puts the HOMO-LUMO gap at 9.406 eV. The calculation puts the LUMO energy at 0.98 eV.

Each line ends with the Mulliken charge.
Element x y z (Å)
C1 0.951 0.867 0.055  -0.541
C2 -1.009 0.609 -0.247  -0.106
C3 0.803 -0.559 0.006  0.113
C4 -0.504 -0.732 -0.537  -0.130
C5 -0.390 0.027 0.965  -0.640
H1 1.482 1.482 0.751  0.248
H2 -1.781 1.271 -0.545  0.451
H3 1.504 -1.331 0.289  0.320
H4 -1.056 -1.634 -0.735  0.285

=====

Entry C
Computed, not measured: C5H4 in the gas phase, with the ωB97M-V functional and the def2-TZVPD basis.

The HOMO energy is -8.426 eV. The net charge is 0. The calculation puts the HOMO-LUMO gap at 8.454 eV. As for the SMILES: C=C=C=C=C. The calculation puts the LUMO energy at 0.03 eV.

Each line ends with the Mulliken charge.
Element x y z (Å)
C1 0.600 -1.107 -0.309  0.176
C2 -0.333 -0.674 0.317  0.080
C3 -1.042 0.295 0.903  0.247
C4 -1.556 1.266 1.531  -0.739
C5 1.112 -2.185 -0.939  -0.685
H1 -0.987 1.832 2.326  0.221
H2 -2.571 1.640 1.345  0.237
H3 1.761 -2.135 -1.822  0.242
H4 1.293 -3.222 -0.519  0.221

=====

entry C ends up most stable, edging out the next structure by 37.4 kcal/mol.